ORCA calculation (ωB97M-V with the def2-TZVPD basis set) on a molecular structure, C15H23AsN2O6PtS2 at a distorted geometry.

ORCA input file:
```
! RIJCOSX wB97M-V def2-TZVPD def2/J DEFGRID3
* xyz 0 3
Pt -0.088 0.118 0.294
As -0.725 -2.053 -0.518
S -2.352 0.640 1.393
S 1.122 0.835 2.644
O -1.699 -0.590 1.837
O -2.356 0.632 -0.100
O 2.132 1.586 3.344
O -3.634 0.891 1.979
O 1.787 0.110 1.496
O 0.279 -0.011 3.427
N 1.237 1.359 -1.083
N 2.527 1.325 -0.751
C 2.082 -2.741 -0.374
C 0.033 4.514 1.438
C 0.072 2.131 1.862
C -1.307 2.095 1.667
C 2.438 2.260 -2.725
C -1.922 -2.088 -2.093
C -1.344 4.472 1.284
C 0.727 3.355 1.738
C 0.852 -3.059 -1.219
C -0.694 -3.575 1.932
C -1.569 -3.331 0.708
C 3.286 1.855 -1.715
C 1.159 1.923 -2.280
C -2.003 3.259 1.378
C -1.508 -0.975 -3.048
H 0.216 2.057 -2.770
H -1.552 -0.031 -2.503
H 2.750 0.927 0.166
H -2.169 -0.920 -3.911
H 0.208 -4.121 1.656
H 1.791 3.368 1.920
H -3.068 3.172 1.225
H -0.486 -1.128 -3.400
H -1.234 -4.153 2.680
H -0.415 -2.619 2.377
H 4.353 1.898 -1.645
H -2.516 -2.879 1.010
H -1.880 -3.075 -2.569
H 1.017 -2.732 -2.250
H 0.646 -4.135 -1.230
H 2.700 2.727 -3.649
H 2.013 -3.208 0.606
H -2.937 -1.903 -1.736
H -1.898 5.374 1.076
H -1.769 -4.264 0.159
H 2.141 -1.661 -0.210
H 2.993 -3.084 -0.862
H 0.563 5.451 1.344
*
```

## Properties
* Kohn-Sham gap (alpha / beta): 8.45 / 8.28 eV
* E_HOMO (alpha / beta): -8.139 / -9.702 eV
* M: 661.491 g/mol
* LUMO (alpha / beta): 0.311 / -1.419 eV
* expectation value of S²: 2.0079
* ΔE to the lowest compared entry with this formula, charge and spin: 49.0 kJ/mol
* calculated total energy: -116946.545 eV
* largest force on an atom: 2.27 eV/A

Computed Löwdin charges, given in elementary charges: 0.98 1.17 0.44 0.46 -0.41 -0.41 -0.29 -0.26 -0.47 -0.28 -0.09 0.00 -0.18 -0.05 -0.29 -0.26 -0.05 -0.39 -0.04 -0.06 -0.38 -0.15 -0.39 -0.07 -0.13 -0.05 -0.19 0.11 0.03 0.12 0.07 0.06 0.11 0.12 0.06 0.08 0.05 0.12 0.07 0.08 0.06 0.07 0.09 0.06 0.07 0.11 0.08 0.02 0.07 0.11